{
  "formula": "H24O12",
  "method": "wB97M-V/def2-TZVPD",
  "elements": ["O", "H", "H", "O", "H", "H", "O", "H", "H", "O", "H", "H", "O", "H", "H", "O", "H", "H", "O", "H", "H", "O", "H", "H", "O", "H", "H", "O", "H", "H", "O", "H", "H", "O", "H", "H"],
  "xyz": [[-23.930, -0.251, 20.442], [-23.498, -0.198, 19.589], [-24.296, 0.623, 20.580], [-25.563, 3.679, 24.829], [-25.446, 4.474, 24.308], [-26.162, 3.938, 25.529], [-20.118, 3.425, 20.259], [-20.157, 2.624, 20.780], [-21.000, 3.792, 20.316], [-23.299, 2.361, 22.775], [-23.553, 2.051, 23.644], [-22.354, 2.213, 22.735], [-22.451, 4.769, 20.889], [-23.198, 4.173, 20.822], [-22.770, 5.595, 20.525], [-24.683, 3.102, 20.735], [-25.448, 3.548, 21.098], [-24.203, 2.787, 21.500], [-24.654, -1.276, 23.653], [-24.800, -0.532, 23.068], [-23.770, -1.578, 23.442], [-21.910, -0.174, 25.429], [-22.298, -1.035, 25.581], [-22.638, 0.439, 25.533], [-24.489, 1.354, 25.433], [-24.927, 2.202, 25.502], [-25.014, 0.864, 24.800], [-20.891, 0.455, 22.939], [-21.056, 0.141, 23.828], [-20.755, -0.341, 22.425], [-21.403, 0.957, 19.875], [-22.161, 0.903, 20.458], [-21.505, 0.214, 19.280], [-26.341, 1.628, 23.138], [-27.137, 1.239, 23.498], [-26.184, 2.400, 23.682]],
  "atomic_forces_ev_per_a": [[0.5088, -0.1392, 0.3468], [-0.4428, -0.2113, -0.4303], [-0.5744, 0.4525, 0.0095], [-0.2609, 0.3600, -0.0719], [0.2529, 0.3179, -0.1623], [-0.3391, 0.1734, 0.3491], [2.0945, -0.0658, -1.0908], [0.1967, -1.9281, 0.9627], [-3.0866, 1.9432, 0.1877], [0.2962, 0.2717, -0.3006], [-0.3804, -0.3378, 0.7352], [0.4337, -0.3583, 0.1553], [1.5477, -0.2257, -0.0866], [-1.1280, -0.5355, -0.1488], [0.1299, 0.3518, -0.1938], [0.0275, 0.4685, -1.1811], [-0.4180, -0.0253, -0.0691], [0.1441, -0.5954, 1.0688], [-0.1527, 0.0534, 0.4250], [-0.1150, 0.1787, -0.4125], [0.1973, -0.1049, -0.1383], [0.5986, -0.1188, -0.2269], [-0.1053, -0.2480, 0.1512], [-0.6078, 0.3705, 0.1669], [0.8447, -0.3857, 0.1062], [0.1859, 0.2418, 0.0808], [-0.2829, -0.5166, -0.1776], [0.1875, 0.6481, -1.0447], [-0.3454, -0.1628, 1.0724], [0.0925, -0.1399, -0.2233], [0.8582, 0.8528, 0.2124], [-0.5391, -0.2062, 0.5649], [0.3137, -0.1195, -0.4359], [0.1872, -0.5189, -0.4405], [-0.3521, -0.2186, -0.0639], [0.0331, 0.4780, 0.3042]],
  "relative_energy_kcal_mol": 14.17,
  "gap_ev": [10.70, 3.40],
  "lumo_energy_ev": [-3.1, -10.4],
  "multiplicity": 2,
  "total_charge": 1,
  "homo_ha": [-0.5090, -0.5090]
}

=====

{
  "formula": "C41H40LiO2P2S6",
  "method": "wB97M-V/def2-TZVPD",
  "elements": ["Li", "O", "S", "C", "C", "C", "C", "S", "O", "C", "C", "C", "C", "C", "C", "C", "C", "C", "C", "C", "C", "H", "H", "H", "H", "H", "H", "H", "H", "H", "H", "H", "H", "H", "H", "H", "H", "H", "H", "S", "S", "S", "S", "C", "P", "C", "C", "C", "C", "C", "C", "C", "C", "C", "C", "C", "C", "P", "C", "C", "C", "C", "C", "C", "C", "C", "C", "C", "C", "C", "H", "H", "H", "H", "H", "H", "H", "H", "H", "H", "H", "H", "H", "H", "H", "H", "H", "H", "H", "H", "H", "H"],
  "xyz": [[0.018, -0.210, 0.007], [2.015, -0.040, 0.684], [3.279, 0.569, 0.186], [2.946, 2.306, -0.189], [2.273, 3.059, 0.942], [1.532, 4.330, 0.509], [0.539, 4.223, -0.652], [-0.776, 2.975, -0.374], [0.087, 1.748, -0.269], [-1.438, 3.096, -2.029], [-2.238, 4.189, -2.328], [-2.768, 4.307, -3.603], [-2.505, 3.331, -4.557], [-1.714, 2.237, -4.235], [-1.170, 2.115, -2.964], [4.299, 0.796, 1.649], [3.944, 0.091, 2.786], [4.723, 0.201, 3.932], [5.850, 1.008, 3.928], [6.213, 1.696, 2.775], [5.443, 1.586, 1.628], [2.285, 2.218, -1.052], [3.890, 2.746, -0.522], [3.015, 3.336, 1.697], [1.569, 2.374, 1.410], [2.263, 5.094, 0.223], [1.007, 4.717, 1.385], [1.028, 3.927, -1.583], [0.055, 5.187, -0.819], [-2.472, 4.922, -1.564], [-3.403, 5.150, -3.847], [-2.938, 3.414, -5.547], [-1.540, 1.457, -4.964], [-0.596, 1.243, -2.679], [3.059, -0.530, 2.759], [4.441, -0.344, 4.825], [6.454, 1.098, 4.823], [7.098, 2.319, 2.771], [5.730, 2.118, 0.728], [-3.059, 0.950, -0.131], [-3.159, -0.635, -1.443], [-1.275, -1.369, -1.863], [-0.531, -2.488, -0.276], [0.309, -0.012, 3.709], [-1.063, 0.359, 2.501], [-1.513, 2.097, 2.873], [-0.535, 3.054, 3.135], [-0.856, 4.400, 3.248], [-2.168, 4.818, 3.080], [-3.152, 3.877, 2.807], [-2.831, 2.531, 2.708], [-2.463, -0.571, 3.218], [-3.087, -0.245, 4.421], [-4.140, -1.009, 4.898], [-4.580, -2.110, 4.173], [-3.970, -2.437, 2.971], [-2.919, -1.667, 2.489], [0.171, 0.056, 5.550], [1.740, -0.805, 6.011], [2.119, -1.999, 5.397], [3.250, -2.692, 5.811], [4.021, -2.214, 6.859], [3.643, -1.039, 7.497], [2.517, -0.347, 7.080], [0.668, 1.796, 5.876], [-0.230, 2.618, 6.547], [0.060, 3.960, 6.769], [1.262, 4.488, 6.329], [2.175, 3.674, 5.666], [1.877, 2.341, 5.441], [1.180, 0.555, 3.369], [0.522, -1.053, 3.448], [0.496, 2.753, 3.264], [-0.077, 5.118, 3.477], [-2.422, 5.868, 3.161], [-4.178, 4.190, 2.659], [-3.601, 1.811, 2.465], [-2.757, 0.622, 4.982], [-4.620, -0.746, 5.833], [-5.407, -2.705, 4.542], [-4.321, -3.282, 2.391], [-2.456, -1.906, 1.536], [1.532, -2.410, 4.585], [3.524, -3.610, 5.306], [4.904, -2.752, 7.180], [4.231, -0.657, 8.324], [2.242, 0.570, 7.587], [-1.175, 2.207, 6.883], [-0.658, 4.590, 7.278], [1.490, 5.534, 6.498], [3.117, 4.081, 5.317], [2.592, 1.716, 4.916]],
  "atomic_forces_ev_per_a": [[-0.0792, 0.1791, 0.2134], [0.0135, -0.0388, 0.0714], [0.1198, -0.0648, -0.0534], [-0.0009, 0.0754, -0.0802], [-0.0359, -0.0454, 0.0510], [-0.0514, 0.1003, -0.0374], [0.0356, -0.1204, 0.0173], [0.1775, -0.0195, 0.1906], [-0.1527, -0.0151, -0.4559], [-0.0185, 0.0318, 0.0489], [-0.0067, -0.0036, -0.0414], [0.0043, 0.0125, 0.0158], [0.0095, -0.0212, -0.0029], [-0.0177, 0.0195, -0.0243], [0.0205, -0.0736, 0.0203], [0.0041, -0.0044, -0.0001], [-0.0117, 0.0099, -0.0099], [-0.0164, -0.0116, 0.0089], [0.0046, 0.0076, -0.0028], [0.0069, -0.0036, 0.0158], [-0.0193, 0.0031, -0.0165], [0.0122, 0.0194, 0.0026], [0.0152, -0.0136, 0.0203], [0.0034, 0.0005, 0.0051], [0.0012, -0.0093, 0.0211], [0.0124, -0.0004, 0.0120], [0.0198, 0.0244, -0.0380], [0.0184, 0.0322, -0.0052], [-0.0344, -0.0093, 0.0003], [0.0011, -0.0056, 0.0017], [-0.0009, -0.0014, -0.0020], [0.0007, 0.0004, -0.0002], [0.0018, 0.0010, 0.0004], [-0.0029, -0.0053, 0.0160], [-0.0031, -0.0106, 0.0242], [0.0008, 0.0099, -0.0067], [-0.0028, -0.0020, 0.0021], [-0.0009, 0.0003, -0.0080], [0.0088, 0.0014, 0.0065], [-0.0172, -0.0600, 0.0073], [-0.0613, -0.0035, -0.0106], [0.1197, 0.0333, 0.0471], [-0.0651, 0.0064, -0.0883], [0.0147, 0.0030, -0.0165], [0.0079, 0.0255, 0.0170], [0.0030, 0.0004, 0.0445], [-0.0030, 0.0068, 0.0138], [-0.0138, -0.0032, 0.0239], [-0.0023, -0.0038, 0.0017], [0.0052, -0.0062, 0.0026], [-0.0120, -0.0027, -0.0060], [-0.0192, -0.0337, -0.0185], [0.0109, 0.0218, -0.0005], [-0.0021, -0.0142, 0.0006], [-0.0041, 0.0021, 0.0040], [-0.0032, 0.0024, 0.0110], [-0.0079, 0.0123, -0.0116], [-0.0062, -0.0382, -0.0390], [0.0183, 0.0740, 0.0757], [0.0195, -0.0453, -0.0132], [-0.0388, 0.0020, -0.0268], [0.0007, 0.0214, 0.0300], [0.0246, -0.0284, -0.0074], [-0.0154, -0.0168, -0.0297], [-0.0185, -0.0075, 0.0149], [0.0149, 0.0243, -0.0002], [-0.0047, -0.0105, 0.0035], [-0.0048, 0.0074, -0.0006], [0.0009, 0.0013, -0.0157], [0.0073, 0.0025, 0.0183], [0.0209, -0.0069, 0.0024], [0.0123, -0.0017, 0.0011], [-0.0110, -0.0001, -0.0044], [-0.0068, 0.0017, 0.0031], [0.0005, 0.0002, 0.0005], [0.0003, -0.0018, -0.0003], [-0.0041, -0.0097, -0.0001], [-0.0033, 0.0011, -0.0015], [0.0005, 0.0002, -0.0001], [0.0002, -0.0007, 0.0014], [0.0036, 0.0003, -0.0026], [0.0004, -0.0004, 0.0001], [-0.0094, 0.0085, -0.0020], [0.0059, -0.0003, 0.0044], [-0.0012, -0.0020, -0.0014], [-0.0026, 0.0030, 0.0000], [0.0010, 0.0033, 0.0007], [-0.0009, -0.0052, -0.0037], [0.0012, 0.0012, -0.0007], [0.0021, -0.0008, 0.0007], [-0.0019, 0.0003, 0.0015], [0.0073, -0.0121, -0.0113]],
  "relative_energy_kcal_mol": 3.28,
  "gap_ev": 5.02,
  "lumo_energy_ev": 2.0,
  "total_charge": -1,
  "homo_ha": -0.1117
}